A gas-phase ion, C2H9NP (charge +1) in a non-equilibrium geometry, computed with ωB97M-V/def2-TZVPD.

Structure (XYZ):
```
13
Properties=species:S:1:pos:R:3
C -1.832 -0.254 -0.185
C 0.593 0.535 0.164
N -0.474 -0.580 0.228
P 2.217 -0.335 -0.337
H -1.883 0.458 -0.961
H -2.420 -1.104 -0.581
H -2.530 0.140 0.605
H 0.229 1.107 -0.653
H 0.773 1.194 1.257
H 0.047 -1.172 -0.347
H -0.479 -0.890 1.245
H 2.794 0.652 -1.164
H 2.965 0.249 0.730
```

structure (SMILES)	C[NH2+]CP
gap between HOMO and LUMO	11.0	eV
energy above the lowest of the compared OMol25 structures with the same formula, charge and spin	0.843	eV
HOMO	-14.671	eV
lowest unoccupied orbital energy	-3.6957	eV
total charge	+1

---

A molecular structure, C51H44CaNO6S2 in a non-equilibrium geometry, computed with ωB97M-V/def2-TZVPD.

Structure (XYZ):
```
105
Properties=species:S:1:pos:R:3
Ca -1.399 0.446 -0.526
C 0.807 -3.759 5.287
C -0.631 -3.488 5.722
C -1.419 -2.655 4.701
C -0.870 -2.998 7.225
C -1.977 -2.259 7.675
C -2.045 -1.838 8.994
C -1.208 -2.334 9.998
C -1.259 -1.960 11.429
C -0.139 -3.137 9.519
C 0.015 -3.465 8.155
H 0.792 -3.910 4.230
H 1.158 -4.629 5.806
H 1.418 -2.897 5.445
H -1.117 -4.551 5.706
H -1.019 -2.932 3.701
H -1.517 -1.564 4.825
H -2.394 -3.255 4.676
H -2.816 -2.018 7.042
H -2.893 -1.239 9.182
H -2.128 -2.439 11.852
H -1.349 -0.888 11.650
H -0.343 -2.235 11.880
H 0.633 -3.450 10.228
H 0.921 -3.994 7.817
O -5.607 1.335 -1.933
C -4.427 1.135 -1.305
O -3.336 0.999 -1.888
C -4.559 1.064 0.171
C -5.670 1.537 0.969
C -5.493 1.511 2.363
C -4.447 0.847 2.934
C -3.376 0.474 2.105
N -3.515 0.459 0.731
C -1.969 0.053 2.570
O -1.872 0.093 3.823
O -1.067 -0.180 1.685
H -5.563 1.252 -2.909
H -6.653 1.923 0.507
H -6.105 2.040 3.036
H -4.314 0.489 3.896
C 4.144 1.224 4.506
C 3.509 1.622 3.197
C 3.228 2.911 2.950
C 2.482 3.265 1.816
C 2.227 2.262 0.842
C 2.310 0.935 1.254
C 2.892 0.602 2.417
S 1.424 2.735 -0.695
O 0.089 1.977 -0.684
C 2.506 1.857 -1.898
C 3.804 1.514 -1.487
C 4.666 0.775 -2.265
C 4.368 0.555 -3.628
C 5.365 0.050 -4.439
C 5.165 0.077 -5.780
C 4.027 0.583 -6.368
C 2.960 1.023 -5.564
C 3.123 1.137 -4.123
C 2.220 1.724 -3.276
C 0.808 1.865 -3.840
C 0.426 3.112 -4.444
C 1.171 4.273 -4.302
C 0.762 5.500 -4.859
C -0.417 5.552 -5.636
C -1.205 4.395 -5.779
C -0.840 3.197 -5.152
C -1.654 2.059 -5.240
C -1.264 0.868 -4.770
C -0.016 0.786 -3.998
S 0.386 -0.815 -3.253
O -0.521 -0.839 -2.025
C -0.342 -1.814 -4.493
C -1.554 -2.527 -4.380
C -2.079 -3.222 -5.396
C -1.392 -3.274 -6.659
C -1.966 -4.094 -7.789
C -0.187 -2.649 -6.733
C 0.233 -1.777 -5.737
H 3.451 0.621 5.115
H 4.330 2.186 5.041
H 5.056 0.631 4.314
H 3.617 3.612 3.641
H 2.034 4.238 1.596
H 2.130 0.138 0.506
H 2.859 -0.417 2.775
H 4.213 1.847 -0.555
H 5.546 0.303 -1.783
H 6.238 -0.421 -4.042
H 5.986 -0.285 -6.450
H 3.834 0.521 -7.378
H 2.044 1.450 -5.980
H 2.108 4.248 -3.902
H 1.363 6.332 -4.552
H -0.614 6.448 -6.144
H -2.091 4.431 -6.409
H -2.579 2.144 -5.832
H -1.887 -0.007 -4.847
H -2.037 -2.511 -3.431
H -3.042 -3.686 -5.344
H -1.728 -5.122 -7.502
H -1.518 -3.819 -8.761
H -3.091 -3.944 -7.985
H 0.522 -2.731 -7.552
H 1.149 -1.217 -5.801
```

gap between HOMO and LUMO	6.6	eV
energy above the lowest of the compared OMol25 structures with the same formula, charge and spin	2.751	eV
HOMO	-9.454	eV
lowest unoccupied orbital energy	-2.8796	eV
total charge	+1

---

A gas-phase ion, C4H5N2OS (charge -1) in a non-equilibrium geometry, computed with ωB97M-V/def2-TZVPD.

Structure (XYZ):
```
13
Properties=species:S:1:pos:R:3
C 0.067 0.101 0.481
C 1.067 0.472 -0.356
C -0.640 -0.390 -1.543
C 0.005 0.197 1.944
N -0.955 -0.540 -0.260
N 0.577 0.186 -1.702
O 2.175 1.038 -0.142
S -1.522 -0.995 -2.870
H -1.827 -0.643 0.294
H 0.637 -0.539 2.354
H -0.999 -0.222 2.189
H 0.257 1.196 2.192
H 1.157 0.139 -2.582
```

structure (SMILES)	Cc1[nH]c(=S)[nH]c1[O-]
gap between HOMO and LUMO	6.1	eV
energy above the lowest of the compared OMol25 structures with the same formula, charge and spin	0.140	eV
HOMO	-2.358	eV
lowest unoccupied orbital energy	3.7744	eV
total charge	-1

---

A molecular structure, C4H7N in a non-equilibrium geometry, computed with ωB97M-V/def2-TZVPD.

Structure (XYZ):
```
12
Properties=species:S:1:pos:R:3
C 0.299 0.283 -0.129
C -0.443 -1.008 0.378
C -1.624 -0.069 0.368
C 1.652 0.668 -0.528
N -0.629 1.108 0.099
H -0.616 -1.776 -0.404
H -0.238 -1.399 1.410
H -2.090 -0.159 -0.561
H -2.304 -0.118 1.237
H 2.402 -0.063 -0.343
H 1.907 1.610 0.003
H 1.684 0.922 -1.530
```

gap between HOMO and LUMO	10.5	eV
energy above the lowest of the compared OMol25 structures with the same formula, charge and spin	1.824	eV
HOMO	-9.377	eV
lowest unoccupied orbital energy	1.0737	eV
total charge	0

---

C5H3F4IO in the gas phase in a non-equilibrium geometry, computed with ωB97M-V/def2-TZVPD.

Structure (XYZ):
```
14
Properties=species:S:1:pos:R:3
C -0.378 -0.131 -0.451
C 1.442 1.405 0.487
C 0.507 0.475 0.700
C -1.253 -0.599 -2.906
C 0.010 0.076 2.082
O -0.332 -0.222 -1.733
F -2.190 -1.415 -2.472
F 0.581 0.760 3.018
F -1.276 0.052 2.301
F 0.452 -1.316 2.194
I 0.043 -1.868 -4.157
H -1.217 -0.724 0.097
H 1.828 1.787 1.300
H 1.782 1.719 -0.459
```

gap between HOMO and LUMO (alpha / beta)	6.8 / 6.0	eV
energy above the lowest of the compared OMol25 structures with the same formula, charge and spin	1.593	eV
HOMO (alpha / beta)	-8.325 / -7.929	eV
lowest unoccupied orbital energy (alpha / beta)	-1.5075 / -1.8846	eV
total charge	0

---

A molecular structure, C4H9Br3N2O9S in a non-equilibrium geometry, computed with ωB97M-V/def2-TZVPD.

Structure (XYZ):
```
28
Properties=species:S:1:pos:R:3
N -3.759 -7.834 -13.749
O -3.970 -7.258 -14.804
O -4.495 -7.836 -12.762
O -2.653 -8.258 -13.619
N -4.318 -8.523 -21.070
O -5.318 -8.138 -21.707
O -4.221 -9.705 -20.746
O -3.386 -7.836 -20.615
O 2.318 -1.758 -16.972
S 1.129 -2.520 -16.603
O 1.139 -3.995 -16.758
O 0.730 -2.191 -15.037
C 1.390 -3.041 -14.105
C 1.966 -2.208 -13.009
C -0.443 -1.911 -17.527
H 2.242 -3.668 -14.365
H 0.687 -3.746 -13.660
H 2.340 -2.779 -12.159
H 1.217 -1.476 -12.708
H 2.839 -1.671 -13.381
H -0.150 -1.865 -18.576
H -0.602 -0.873 -17.235
H -1.178 -2.688 -17.317
C -9.332 -13.002 -23.275
Br -10.650 -11.631 -23.616
Br -8.328 -13.323 -24.984
Br -10.031 -14.758 -22.412
H -8.550 -12.470 -22.734
```

gap between HOMO and LUMO	3.9	eV
energy above the lowest of the compared OMol25 structures with the same formula, charge and spin	1.992	eV
HOMO	-1.772	eV
lowest unoccupied orbital energy	2.1524	eV
total charge	-2

---

A molecular structure, C5H8O3 in a non-equilibrium geometry, computed with ωB97M-V/def2-TZVPD.

Structure (XYZ):
```
16
Properties=species:S:1:pos:R:3
C -1.301 -1.061 0.209
C 0.071 -0.144 -0.071
C 1.557 -0.431 -0.357
C 0.185 0.373 -1.591
C -0.225 0.919 1.040
H -1.644 -0.875 1.540
H -1.029 -2.161 -0.150
H -2.252 -0.386 -0.381
H 2.349 0.610 -0.266
H 1.983 -1.429 0.320
H -0.720 0.233 -2.258
H 0.463 1.554 -1.928
H -0.182 1.161 2.854
O 1.065 -0.768 -1.917
O 0.480 0.426 2.101
O -0.801 1.979 0.855
```

gap between HOMO and LUMO	10.1	eV
energy above the lowest of the compared OMol25 structures with the same formula, charge and spin	7.871	eV
HOMO	-9.982	eV
lowest unoccupied orbital energy	0.1053	eV
total charge	0

---

A molecular structure, C21H38AuN3O4S2SeSi in a non-equilibrium geometry, computed with ωB97M-V/def2-TZVPD.

Structure (XYZ):
```
71
Properties=species:S:1:pos:R:3
Au -1.839 -1.260 -0.451
Se -6.744 -0.663 1.479
N -7.031 -2.366 1.311
C -5.989 -2.863 0.731
C -5.832 -4.249 0.482
C -4.668 -4.627 -0.114
C -3.683 -3.651 -0.471
N -3.726 -2.351 -0.161
C -4.902 -1.950 0.427
N -5.140 -0.722 0.709
H -6.598 -4.970 0.744
H -4.425 -5.643 -0.412
H -2.747 -3.980 -0.960
C 3.795 1.430 -3.546
C 2.844 0.467 -2.804
C 2.000 -0.300 -3.796
C 3.619 -0.526 -1.967
O 1.989 1.271 -2.032
Si 1.276 1.090 -0.581
S 0.385 -0.862 -0.189
O 0.222 2.343 -0.458
C -0.688 2.990 -1.314
C 0.041 3.726 -2.417
C -1.629 1.946 -1.965
C -1.485 3.925 -0.401
O 2.390 1.232 0.573
C 3.157 2.299 1.138
C 2.439 2.757 2.384
C 3.337 3.430 0.147
C 4.527 1.727 1.550
H 4.304 0.859 -4.345
H 4.554 1.810 -2.834
H 3.206 2.258 -3.968
H 2.638 -0.832 -4.497
H 1.344 0.361 -4.379
H 1.349 -0.981 -3.240
H 4.167 -1.177 -2.651
H 2.966 -1.138 -1.350
H 4.308 -0.012 -1.263
H 0.562 3.021 -3.067
H 0.828 4.414 -2.011
H -0.662 4.294 -3.062
H -1.094 1.245 -2.579
H -2.404 2.387 -2.613
H -2.127 1.420 -1.176
H -0.820 4.695 -0.010
H -1.859 3.375 0.469
H -2.306 4.435 -0.938
H 1.439 3.193 2.147
H 3.043 3.529 2.872
H 2.286 1.930 3.069
H 2.326 3.878 -0.017
H 3.788 3.114 -0.809
H 3.989 4.138 0.628
H 4.438 0.858 2.224
H 5.168 2.506 2.002
H 5.091 1.365 0.691
O -3.902 -2.843 3.451
S -2.540 -3.325 3.857
C -1.271 -2.010 3.782
C 0.007 -2.655 3.246
C -0.293 -4.105 2.750
C -1.775 -4.159 2.447
H -1.215 -1.585 4.777
H -1.677 -1.251 3.095
H 0.792 -2.733 3.986
H 0.369 -2.031 2.431
H -0.013 -4.825 3.532
H 0.297 -4.361 1.889
H -2.181 -5.177 2.246
H -2.015 -3.537 1.580
```

gap between HOMO and LUMO	6.3	eV
HOMO	-7.935	eV
lowest unoccupied orbital energy	-1.6495	eV
total charge	0